## w
Entry from OMol25: 2 unconnected molecules or ions with the total composition C2H4O2S (ωB97M-V/def2-TZVPD).

highest occupied orbital energy (alpha / beta)	-0.359 / -0.358	Eh
total charge	0
LUMO (alpha / beta)	-2.66 / -2.66	eV

Atoms and positions in Å:
C: -0.31725 0.38238 0.11101
C: 1.04411 0.84935 0.00479
O: -2.88399 -0.20210 0.04201
O: 0.04803 -2.10931 -0.12616
S: -1.83084 0.86807 -0.05022
H: 1.35502 1.02701 -0.98365
H: 1.88237 0.19810 0.44274
H: 1.38363 1.68985 0.69152
H: -0.68109 -2.70336 -0.13204

---

## x
Entry from OMol25: a single C2H4O2S molecule (ωB97M-V/def2-TZVPD).

highest occupied orbital energy (alpha / beta)	-0.387 / -0.384	Eh
total charge	0
LUMO (alpha / beta)	-1.43 / -1.60	eV

Atoms and positions in Å:
C: 0.23325 1.40046 -0.05055
C: 0.40646 -1.43120 -0.07204
O: -1.56086 0.26204 1.19408
O: -1.62149 -0.04069 -1.30185
S: -0.86144 0.01822 -0.06267
H: 0.54709 1.87725 0.95694
H: 1.02668 1.34331 -0.73745
H: 1.19000 -1.47862 -0.75202
H: 0.64033 -1.95077 0.82556

---

## y
Entry from OMol25: 2 unconnected molecules or ions with the total composition C2H4O2S (ωB97M-V/def2-TZVPD).

highest occupied orbital energy	-0.358	Eh
total charge	0
LUMO	-0.92	eV

Atoms and positions in Å:
C: -1.17799 1.53779 0.62596
C: 1.56017 -1.21779 -0.48926
O: 2.35045 -1.12858 -1.36830
O: -1.12448 -1.04181 0.11661
S: -1.04121 0.32038 -0.48988
H: -1.63185 1.42233 1.55678
H: -1.24899 2.61112 0.22744
H: 0.94242 -0.29013 -0.11035
H: 1.37147 -2.21331 -0.06902

---

## z
Entry from OMol25: 2 unconnected molecules or ions with the total composition C2H4O2S (ωB97M-V/def2-TZVPD).

highest occupied orbital energy	-0.343	Eh
total charge	0
LUMO	0.56	eV

Atoms and positions in Å:
C: -0.74705 -0.21773 -3.27367
C: -0.19085 -0.58564 1.32791
O: 0.09207 0.18826 -3.86992
O: -0.07551 1.25813 -0.44180
S: 0.86747 0.51243 0.40279
H: 1.20428 1.23420 1.43917
H: -1.15508 -0.04383 1.34078
H: 0.28812 -0.80432 2.23657
H: -0.28344 -1.54149 0.83818

---

Which structure wins on stability? z wins.

---

## w
Entry from OMol25: 2 unconnected molecules or ions with the total composition C2H4O2S (ωB97M-V/def2-TZVPD).

highest occupied orbital energy (alpha / beta)	-0.308 / -0.307	Eh
total charge	0
LUMO (alpha / beta)	-0.69 / -0.12	eV

Atoms and positions in Å:
C: 1.55008 -1.62433 -0.29383
C: -0.80842 0.69870 0.06163
O: 2.33164 -0.86911 0.29254
O: -1.73141 -1.81094 0.65314
S: -1.10371 -1.07451 -0.40151
H: 1.61087 -2.32409 -1.06825
H: 0.03213 0.83816 0.88959
H: -1.71844 1.07960 0.41837
H: -0.23816 1.08717 -0.72343

---

## x
Entry from OMol25: a molecular structure, C2H4O2S (ωB97M-V/def2-TZVPD).

highest occupied orbital energy	-0.353	Eh
total charge	0
LUMO	-0.29	eV

Atoms and positions in Å:
C: -0.61342 0.06007 0.13166
C: 0.47679 -0.99015 -0.14533
H: -0.59675 1.66511 -1.38317
H: -1.46382 -0.20379 -0.40437
H: -1.02842 0.01715 1.17392
H: 1.14618 0.76391 0.83907
O: -0.18727 1.26483 -0.29674
O: 0.14090 -2.21932 -0.30322
S: 2.12583 -0.35780 0.38820

---

Which structure wins on stability? x wins.

---

## w
Entry from OMol25: a gas-phase ion, C8H9N2O (charge +1) (ωB97M-V/def2-TZVPD).

highest occupied orbital energy	-0.477	Eh
total charge	+1
LUMO	-4.18	eV
SMILES string	[NH3+][C@]1(O)C=Nc2ccccc21

Atoms and positions in Å:
C: 2.33405 -1.11662 0.15248
C: 2.88126 0.14160 0.12179
C: 0.93368 -1.34533 0.15880
C: 2.12384 1.29123 -0.04875
C: 0.23000 -0.18637 0.09485
C: 0.78681 1.07349 -0.10347
C: -1.41933 1.56449 0.04007
C: -1.53738 0.05919 0.20328
N: -0.28780 2.06046 -0.24548
N: -2.15542 -0.74797 -0.92824
O: -2.26956 -0.52483 1.28675
H: 2.97715 -1.88592 0.51033
H: 3.95054 0.28820 0.11718
H: 0.31572 -2.32157 0.05679
H: 2.48385 2.25487 -0.26323
H: -2.32792 2.09437 0.22109
H: -1.56150 -1.46459 -1.25155
H: -2.12450 -0.22031 -1.75475
H: -3.02079 -1.12900 -0.38197
H: -2.31269 0.11463 2.01400

---

## x
Entry from OMol25: a gas-phase ion, C8H9N2O (charge +1) (ωB97M-V/def2-TZVPD).

highest occupied orbital energy	-0.476	Eh
total charge	+1
LUMO	-4.90	eV

Atoms and positions in Å:
C: -3.11224 -0.62620 -0.02264
C: 0.74921 -0.38636 -0.05260
C: -3.81016 0.54363 -0.01755
C: -1.71842 -0.26992 -0.00281
C: -0.48682 -1.02479 -0.02350
C: 1.02763 0.98617 -0.03598
C: -1.79682 1.08168 0.04163
C: 2.46685 1.40502 0.00797
N: 0.14761 1.93735 -0.09097
N: -0.56999 -2.35388 -0.01888
O: -2.97175 1.61489 0.01275
H: -3.52830 -1.61164 -0.05038
H: 1.61689 -1.02991 -0.06216
H: -4.86018 0.75868 -0.02459
H: 3.04108 0.83358 -0.71722
H: 2.58632 2.46548 -0.20059
H: 2.86858 1.19676 0.99946
H: 0.25347 2.91775 0.10999
H: 0.26070 -2.92318 -0.04185
H: -1.46031 -2.82273 0.00329

---

Which structure wins on stability? w wins.

---

## w
Entry from OMol25: a single C3H4N2O molecule (ωB97M-V/def2-TZVPD).

highest occupied orbital energy	-0.301	Eh
total charge	0
LUMO	0.87	eV
SMILES string	Nc1ncco1

Atoms and positions in Å:
C: -0.64526 -0.11309 0.00126
C: 1.40723 -0.67666 0.04118
C: 1.40410 0.67280 0.01543
H: -2.50213 0.86342 0.13668
H: -2.47831 -0.87266 0.29931
H: 2.29506 -1.25548 0.18758
H: 2.15929 1.46487 -0.11783
N: -1.97351 -0.01232 -0.03764
N: 0.14673 -1.16084 -0.08228
O: 0.03966 1.08921 -0.00169

---

## x
Entry from OMol25: a single C3H4N2O molecule (ωB97M-V/def2-TZVPD).

highest occupied orbital energy	-0.354	Eh
total charge	0
LUMO	0.12	eV
SMILES string	[H]/N=C/C=C=NO

Atoms and positions in Å:
O: -0.86954 2.19710 1.65739
C: -0.27936 1.17125 -0.19118
N: -0.04977 2.17241 0.48908
N: 1.41440 -1.13473 -0.37086
C: 0.31965 -1.05831 -1.01416
C: -0.51890 0.15094 -0.98233
H: -0.26446 1.97363 2.37118
H: 1.85745 -2.03872 -0.53609
H: -0.07208 -1.86068 -1.65242
H: -1.37595 0.21950 -1.64504

---

Which structure wins on stability? w wins.

---

## w
Entry from OMol25: a single C3H4N2O molecule (ωB97M-V/def2-TZVPD).

highest occupied orbital energy	-0.325	Eh
total charge	0
LUMO	0.79	eV

Atoms and positions in Å:
N: 1.51819 -0.39343 0.60184
C: 0.25819 -0.05232 0.11622
C: -0.24387 1.11431 -0.30892
O: -1.56296 0.92562 -0.69336
C: -1.90100 -0.35435 -0.60781
N: -0.78901 -1.00677 -0.07185
H: 2.25099 0.26277 0.35234
H: 1.79985 -1.33935 0.38122
H: 0.14192 2.10946 -0.44941
H: -1.47230 -1.26592 0.67973

---

## x
Entry from OMol25: a single C3H4N2O molecule (ωB97M-V/def2-TZVPD).

highest occupied orbital energy	-0.308	Eh
total charge	0
LUMO	0.97	eV
SMILES string	Oc1c[nH]cn1

Atoms and positions in Å:
O: -1.80669 0.68403 1.14707
C: -0.75032 0.25811 0.42569
C: 0.28518 1.00485 -0.04697
N: 1.11571 0.08563 -0.68968
C: 0.52521 -1.13242 -0.54401
N: -0.61557 -1.06525 0.09539
H: -2.30159 -0.11738 1.36693
H: 0.43569 2.07162 -0.09370
H: 2.11765 0.20137 -0.66760
H: 0.97054 -2.03307 -0.94817

---

## y
Entry from OMol25: a single C3H4N2O molecule (ωB97M-V/def2-TZVPD).

highest occupied orbital energy (alpha / beta)	-0.343 / -0.298	Eh
total charge	0
LUMO (alpha / beta)	-0.74 / -0.55	eV

Atoms and positions in Å:
O: 1.86112 0.08909 0.12648
C: 0.53358 0.27289 0.16457
C: -0.37387 -0.83961 0.35689
N: -1.63082 -0.70150 0.15928
N: -0.86861 2.40066 -0.18676
C: -0.02596 1.53736 -0.31164
H: 2.07986 -0.81114 -0.15739
H: 0.09730 -1.75680 0.74146
H: -2.12820 -1.54836 0.43602
H: 0.45560 1.35742 -1.32890

---

Which structure wins on stability? x wins.

---

## w
Entry from OMol25: a single C3H4N2O molecule (ωB97M-V/def2-TZVPD).

highest occupied orbital energy	-0.334	Eh
total charge	0
LUMO	0.93	eV
SMILES string	Oc1cc[nH]n1

Atoms and positions in Å:
O: 2.23837 -0.01070 -0.24147
C: 0.95624 -0.22641 0.14223
N: 0.36545 -1.38508 0.31154
N: -0.94667 -1.04276 0.24313
C: -1.16245 0.26996 0.02212
C: 0.06620 0.86494 0.02402
H: 1.93564 0.70527 -0.84078
H: -1.64219 -1.75901 0.33453
H: -2.14557 0.67917 -0.14204
H: 0.33498 1.90462 0.14671

---

## x
Entry from OMol25: a single C3H4N2O molecule (ωB97M-V/def2-TZVPD).

highest occupied orbital energy	-0.328	Eh
total charge	0
LUMO	1.03	eV
SMILES string	Oc1cc[nH]n1

Atoms and positions in Å:
O: -1.02823 2.03881 0.00646
C: -0.40819 0.83494 0.01946
N: 0.26301 0.46762 1.09364
N: 0.66526 -0.80446 0.83804
C: 0.21974 -1.22947 -0.35566
C: -0.40969 -0.19208 -0.98637
H: -0.87454 2.45280 0.87346
H: 1.43157 -1.19996 1.36193
H: 0.37404 -2.19786 -0.80758
H: -0.23297 -0.17035 -2.04337

---

## y
Entry from OMol25: a single C3H4N2O molecule (ωB97M-V/def2-TZVPD).

highest occupied orbital energy	-0.321	Eh
total charge	0
LUMO	0.77	eV
SMILES string	Oc1cn[nH]c1

Atoms and positions in Å:
O: -1.69514 1.13982 -0.35159
C: -0.65954 0.29653 -0.08890
C: 0.59413 0.29684 -0.64339
N: 1.30868 -0.64466 0.03784
N: 0.58432 -1.25651 0.98321
C: -0.63284 -0.73994 0.88014
H: -1.34687 1.82346 -0.93965
H: 0.97722 0.83268 -1.50157
H: 2.31120 -0.61734 0.13685
H: -1.44115 -1.13089 1.48706

---

Which structure wins on stability? y wins.

---

## w
Entry from OMol25: a single C3H4N2O molecule (ωB97M-V/def2-TZVPD).

highest occupied orbital energy	-0.326	Eh
total charge	0
LUMO	0.87	eV
SMILES string	NC1=CN1C=O

Atoms and positions in Å:
N: 1.82268 -0.02144 -0.05953
C: 0.58206 0.51670 0.18570
C: -0.33091 1.39807 0.25833
N: -0.76695 0.02638 0.71546
C: -1.35623 -0.80311 -0.25896
O: -0.76220 -1.24322 -1.22007
H: 1.70580 -0.84336 -0.64686
H: 2.28952 -0.28817 0.80264
H: -0.79659 2.36888 0.23774
H: -2.38717 -1.11074 -0.01446

---

## x
Entry from OMol25: a single C3H4N2O molecule (ωB97M-V/def2-TZVPD).

highest occupied orbital energy	-0.393	Eh
total charge	0
LUMO	0.59	eV
SMILES string	N#CCNC=O

Atoms and positions in Å:
O: -1.12492 -1.21886 -1.34898
C: 0.00832 -1.30598 -0.92801
N: 0.49272 -0.57706 0.12113
C: -0.32867 0.44511 0.72201
C: 0.06554 1.80289 0.30843
N: 0.34636 2.86881 -0.04060
H: 0.75883 -2.00075 -1.34217
H: 1.46816 -0.64654 0.36728
H: -1.35266 0.25161 0.38570
H: -0.30279 0.39219 1.81341

---

Which structure wins on stability? x wins.

---

## w
Entry from OMol25: a single C3H4N2O molecule (ωB97M-V/def2-TZVPD).

highest occupied orbital energy	-0.340	Eh
total charge	0
LUMO	0.48	eV
SMILES string	N#CCNC=O

Atoms and positions in Å:
O: 1.23440 0.02680 -1.08672
C: 0.62807 1.02800 -0.73848
N: -0.39055 0.97451 0.14536
C: -0.61988 -0.49682 0.62704
C: 0.34733 -1.37985 -0.04482
N: 0.71587 -2.47615 -0.15031
H: 0.94593 1.98062 -1.17329
H: -0.80728 1.89454 0.34992
H: -0.44377 -0.64690 1.70450
H: -1.61011 -0.90476 0.36679

---

## x
Entry from OMol25: a single C3H4N2O molecule (ωB97M-V/def2-TZVPD).

highest occupied orbital energy (alpha / beta)	-0.283 / -0.283	Eh
total charge	0
LUMO (alpha / beta)	0.53 / 0.53	eV

Atoms and positions in Å:
N: -0.98491 0.23925 -0.46805
C: -0.74325 0.97717 0.60641
O: 0.30623 0.82369 1.27648
C: 1.17011 -0.56613 0.20695
C: 0.15776 -0.63665 -0.81710
N: 0.45636 -1.40612 -1.72314
H: -1.80526 0.34733 -1.04641
H: -1.47571 1.73919 0.90444
H: 1.20236 -1.34597 0.96385
H: 2.11495 -0.08484 -0.02686

---

Which structure wins on stability? w wins.